1.
Density functional theory data (ωB97M-V with the def2-TZVPD basis set) for a structure of composition C30H67GeN6O3SSeV.

Structure (XYZ):
```
110
C30H67GeN6O3SSeV, DFT ωB97M-V with the def2-TZVPD basis set
Se 0.6113 0.1319 -1.9108
Ge 2.2446 -2.4730 2.4519
V 0.8565 -0.8781 0.3501
S -1.3540 0.0141 0.7102
O 2.7048 -1.3326 0.9571
O 1.0026 -1.1918 2.7359
O 0.2943 -2.4411 0.1229
N -2.8024 0.1744 -1.4880
N 1.5190 1.1212 1.0880
N 2.9547 1.0379 -3.3808
N 2.4000 -0.9767 -3.9212
N 0.7915 2.3277 0.8591
N -2.0610 2.2107 -0.5132
C -5.6667 -1.2168 -2.4037
C 4.9719 -2.2603 1.1132
C -4.8048 -2.3046 -1.7659
C 1.6595 3.2677 2.9644
C -2.7382 3.3103 -1.2296
C 0.1146 -2.6288 4.5360
C 1.3695 3.5476 1.4954
C -4.1543 3.5836 -0.7398
C 3.4586 -0.6204 -4.7234
C -1.6793 -3.7710 0.3455
C 2.9738 2.3732 -2.7908
C 3.9578 -1.5977 0.1939
C 0.2767 4.6064 1.3783
C -3.8050 0.5261 -2.5122
C -2.1484 0.8970 -0.6020
C -1.0418 -0.5049 3.9235
C 2.1108 0.0335 -3.0835
C -5.2266 0.2000 -2.0414
C 1.2150 -0.4165 5.0008
C -4.2530 3.9354 0.7499
C 3.6215 -2.4919 -0.9850
C 2.6368 4.0126 0.7793
C 0.6110 -4.8101 0.4295
C -4.4334 2.7332 1.6752
C 1.7158 -2.2649 -4.0186
C 3.8049 0.6411 -4.3868
C 0.2947 -1.1920 4.0717
C -0.2486 -3.8400 -1.7316
C 4.4509 -0.2336 -0.2466
C -0.2713 -3.7599 -0.2193
H 1.5016 0.9273 2.0886
H -2.7515 -0.8162 -1.2939
H -1.6668 -3.7666 1.4358
H -2.1906 -4.6758 0.0163
H -5.2073 -3.2954 -1.9693
H -2.1109 4.1840 -1.0481
H 3.8540 -1.2814 -5.4751
H -4.5293 4.4105 -1.3461
H 2.1659 -0.9360 5.1471
H 1.9721 4.1921 3.4477
H 2.4340 4.2146 -0.2745
H -0.9300 0.4907 3.4940
H -0.4594 -3.2110 3.8106
H -0.4394 -2.6383 5.4746
H 5.3952 -0.3276 -0.7835
H 1.6512 -4.7022 0.1235
H 5.1209 -1.6829 2.0292
H 3.2148 3.0936 -3.5684
H -2.7022 3.1270 -2.3006
H -5.6553 -1.3305 -3.4907
H 0.7736 2.4333 -0.1535
H 2.9148 -2.0003 -1.6582
H -2.2505 -2.9088 0.0012
H -0.6653 4.2262 1.7785
H 4.6204 0.4134 0.6163
H 0.2793 -5.8009 0.1169
H -1.4839 -0.3933 4.9133
H 3.0137 4.9351 1.2200
H -3.5552 -0.0715 -3.3906
H -5.3456 2.1889 1.4238
H -3.6008 2.0268 1.6247
H 4.5277 -2.7270 -1.5441
H -4.7556 -2.1840 -0.6792
H -5.1033 4.6031 0.8879
H -4.7968 2.7268 -0.9612
H 1.4169 0.5810 4.6074
H -3.7817 -2.3024 -2.1674
H 1.9907 2.5955 -2.3903
H -4.5233 3.0541 2.7125
H 0.1284 4.9062 0.3366
H 4.5597 1.2945 -4.7888
H 0.7781 -3.8358 -2.0979
H 0.7474 -0.3027 5.9785
H -5.2761 0.3340 -0.9562
H 3.1883 -3.4323 -0.6461
H 0.7638 2.9153 3.4820
H 5.9351 -2.3086 0.6054
H 2.5086 1.2263 0.8452
H 0.5480 5.5012 1.9366
H 1.5254 -2.4819 -5.0667
H 0.5346 -4.7758 1.5186
H 3.7239 0.2285 -0.9160
H -3.3745 4.5186 1.0485
H 3.7227 2.4315 -2.0033
H -1.5206 2.4963 0.2962
H -1.7303 -1.0867 3.3111
H -0.7960 -3.0044 -2.1728
H 0.7737 -2.2034 -3.4843
H 2.3397 -3.0489 -3.5929
H 4.6992 -3.2868 1.3660
H 1.0642 -3.1315 4.7423
H 2.4700 2.5489 3.1092
H 3.4403 3.2720 0.8567
H -3.6879 1.5635 -2.7969
H -5.9145 0.9262 -2.4769
H -6.7043 -1.3476 -2.0960
H -0.7226 -4.7677 -2.0510
```

Properties
HOMO-LUMO gap (alpha / beta) = 7.17 / 7.70 eV
charge = +3
ΔE to the lowest compared entry with this formula, charge and spin = 0.448 eV
multiplicity = 2
E_HOMO (alpha / beta) = -16.6 / -16.6 eV

Results of the Mulliken charge analysis, in e, for atoms 1 through 99:
1 Se -0.3147
2 Ge -0.1798
3 V 1.1455
4 S 0.0837
5 O -0.0443
6 O 1.4584
7 O 0.3188
8 N 0.9629
9 N 0.5303
10 N 0.2856
11 N 0.3369
12 N -0.1002
13 N 0.6319
14 C -0.9149
15 C -1.9153
16 C -0.6899
17 C -1.6621
18 C -1.3831
19 C -1.8636
20 C 1.0308
21 C 0.0437
22 C -0.5760
23 C -0.9984
24 C -0.9468
25 C 1.1817
26 C -1.6339
27 C -0.6835
28 C -0.6715
29 C -1.7020
30 C 0.0462
31 C -0.5457
32 C -1.4985
33 C -0.5224
34 C -1.2178
35 C -1.5251
36 C -1.5848
37 C -0.8832
38 C -0.9213
39 C -0.5981
40 C 1.3293
41 C -1.5619
42 C -1.3699
43 C 1.5784
44 H -0.0617
45 H -0.7960
46 H 0.1831
47 H 0.5179
48 H 0.4611
49 H 0.4344
50 H 0.5706
51 H 0.4811
52 H 0.3578
53 H 0.6116
54 H 0.3016
55 H 0.2306
56 H 0.2919
57 H 0.5071
58 H 0.6216
59 H 0.2056
60 H 0.4942
61 H 0.4338
62 H 0.5431
63 H 0.3796
64 H 0.2137
65 H -0.0474
66 H -0.0741
67 H 0.3491
68 H 0.4203
69 H 0.5534
70 H 0.6294
71 H 0.4735
72 H 0.5022
73 H 0.3089
74 H 0.0390
75 H 0.6401
76 H 0.2349
77 H 0.3968
78 H -0.1277
79 H 0.2025
80 H 0.0000
81 H 0.2115
82 H 0.4231
83 H 0.3124
84 H 0.5655
85 H 0.1696
86 H 0.4756
87 H 0.2614
88 H -0.0301
89 H 0.3180
90 H 0.4943
91 H -0.0399
92 H 0.4924
93 H 0.5049
94 H 0.3759
95 H -0.0906
96 H 0.1894
97 H 0.3479
98 H -0.1763
99 H 0.3330



2.
Density functional theory data (ωB97M-V with the def2-TZVPD basis set) for an isolated molecule of C6H13P.

Structure (XYZ):
```
20
C6H13P, DFT ωB97M-V with the def2-TZVPD basis set
P 2.6435 -1.2790 0.9357
C -0.5564 0.4169 -0.2653
C -0.1653 -0.4019 -1.4989
C 1.5913 0.0342 1.0805
C -0.9367 0.0451 -2.7007
C -0.0575 -0.2114 1.0371
C -0.7249 0.3485 2.3421
H -1.8649 0.3727 -2.4025
H -0.1854 1.4998 -0.3025
H -0.3240 -0.1811 3.3498
H 2.0159 1.0678 1.1788
H -0.2088 -1.2193 1.0320
H 3.9526 -0.7856 1.1456
H -1.7161 0.5365 -0.3198
H 1.0131 -0.2133 -1.5856
H -0.4082 0.7765 -3.3573
H -1.1723 -0.7687 -3.2877
H -1.7735 -0.1042 2.4464
H -0.7182 1.4343 2.3190
H -0.4040 -1.3678 -1.1467
```

Properties
HOMO-LUMO gap = 9.67 eV
SMILES = [H]/P=C/[C@@H](C)CCC
charge = 0
ΔE to the lowest compared entry with this formula, charge and spin = 2.092 eV
multiplicity = 1
E_HOMO = -9.3 eV

Calculated atomic charges, method Mulliken, unit e:
1 P -0.1087
2 C -0.7903
3 C -0.1220
4 C -0.3316
5 C -1.3276
6 C 0.1112
7 C -1.3641
8 H 0.4244
9 H 0.2679
10 H 0.3157
11 H 0.2914
12 H 0.4596
13 H 0.0038
14 H 0.3781
15 H 0.1411
16 H 0.2796
17 H 0.4022
18 H 0.3378
19 H 0.3392
20 H 0.2921



3.
Density functional theory data (ωB97M-V with the def2-TZVPD basis set) for a structure of composition C39H27F5GaNO3.

Structure (XYZ):
```
76
C39H27F5GaNO3, DFT ωB97M-V with the def2-TZVPD basis set
Ga -20.6449 -2.5468 1.2334
F -23.1731 -8.5295 2.0505
F -21.8931 -7.2537 4.2573
F -24.1563 -4.3456 0.1261
F -24.4391 -7.0967 0.2376
F -21.4959 -4.6142 4.0379
O -20.8172 -2.3022 -0.5284
O -19.3525 -3.6294 1.9834
O -22.2950 -3.0993 1.8955
N -20.1337 -0.8280 1.9310
C -17.0457 -2.5615 2.1344
C -24.4204 -1.6734 -3.9165
C -19.1243 1.6090 2.6290
C -22.2908 -1.1810 -2.0466
C -22.5126 -0.3369 -3.1707
C -14.6752 -1.7147 0.7098
C -17.5284 -6.8583 5.1462
C -23.6128 -0.5341 -3.9972
C -19.8792 -0.4612 -1.9068
C -16.7349 -6.5103 4.0649
C -14.6723 -1.9082 2.0994
C -17.7072 0.6277 -3.3696
C -21.0638 -1.0086 -1.0723
C -18.9677 -1.2807 -2.6043
C -21.5050 0.0088 0.0879
C -20.5614 0.2591 1.2588
C -18.8061 0.5102 3.3991
C -18.9135 -1.9963 3.8265
C -18.4509 -5.8920 5.5684
C -19.3445 -0.7230 3.0467
C -22.6369 -4.4161 2.0352
C -17.8614 -0.7480 -3.3081
C -22.3676 -6.5796 3.1621
C -18.6058 -4.6872 4.8789
C -15.7884 -2.4011 2.7902
C -16.9094 -5.3125 3.3466
C -18.3131 -3.1320 2.8785
C -17.8906 -4.3743 3.7322
C -18.6296 1.4801 -2.7519
C -19.7623 0.9147 -2.1225
C -20.0573 1.5172 1.5910
C -23.2237 -2.1855 -1.8793
C -23.6654 -6.4553 1.1543
C -23.0981 -7.1997 2.1503
C -22.2159 -5.2263 3.0772
C -15.8991 -1.9440 0.0355
C -17.0706 -2.2603 0.7218
C -24.1640 -2.5456 -2.8258
C -23.5757 -5.0404 1.1206
H -25.1334 -1.9128 -4.6450
H -18.0172 -2.3510 0.2331
H -20.6116 2.3985 1.1804
H -22.3879 -0.5087 0.4974
H -18.4829 2.5596 -2.6178
H -20.3871 1.6657 -1.5797
H -17.2592 -1.4712 -3.8351
H -16.3762 -5.1486 2.4153
H -21.8708 0.9842 -0.1931
H -17.4402 -7.7792 5.7415
H -16.9055 1.0422 -3.9547
H -13.8196 -1.6227 2.6231
H -15.9182 -1.7783 -1.0635
H -15.7090 -2.5579 3.8445
H -19.1679 -6.1243 6.3443
H -24.8118 -3.4048 -2.6413
H -13.8625 -1.2690 0.1145
H -21.8112 0.4742 -3.3036
H -19.3027 -4.0019 5.3289
H -15.9318 -7.1274 3.7492
H -19.1703 -2.3330 -2.6913
H -23.7502 0.2263 -4.7677
H -23.2710 -2.8259 -0.9708
H -18.2103 0.5826 4.2788
H -18.1035 -1.6489 4.4804
H -19.7890 -2.3167 4.3955
H -18.6076 2.5531 2.9452
```

Properties
HOMO-LUMO gap = 8.00 eV
charge = 0
multiplicity = 1
E_HOMO = -8.6 eV

Calculated atomic charges, method Mulliken, unit e:
1 Ga -0.2763
2 F -0.3082
3 F -0.3052
4 F -0.3294
5 F -0.3249
6 F -0.3256
7 O -0.3384
8 O -0.3151
9 O -0.4254
10 N 0.8963
11 C -0.3050
12 C -0.5087
13 C -0.6853
14 C -0.8324
15 C -0.3677
16 C -0.4346
17 C -0.6310
18 C -0.8386
19 C -0.3160
20 C -0.7483
21 C -0.9861
22 C -0.5356
23 C 2.2607
24 C -0.0405
25 C -2.4094
26 C 1.4012
27 C -0.9960
28 C -1.3777
29 C -0.7093
30 C 0.8140
31 C 0.3216
32 C -0.8548
33 C 0.1425
34 C -0.2722
35 C -0.1831
36 C -0.4854
37 C 2.3427
38 C -0.4706
39 C -0.9085
40 C 0.0149
41 C -0.7650
42 C 0.3239
43 C 0.1834
44 C 0.5469
45 C 0.4320
46 C -0.4868
47 C -0.1081
48 C -1.0116
49 C -0.0422
50 H 0.4676
51 H 0.2572
52 H 0.3971
53 H 0.7893
54 H 0.3776
55 H 0.2429
56 H 0.5025
57 H 0.4481
58 H 0.8269
59 H 0.3888
60 H 0.4302
61 H 0.4598
62 H 0.3278
63 H 0.4879
64 H 0.3822
65 H 0.3900
66 H 0.3608
67 H 0.3788
68 H 0.2477
69 H 0.4165
70 H 0.4536
71 H 0.3744
72 H 0.2942
73 H 0.5389
74 H 0.4917
75 H 0.5031
76 H 0.3430



4.
Density functional theory data (ωB97M-V with the def2-TZVPD basis set) for a cluster of 2 separate species, C6H9O2P in total.

Structure (XYZ):
```
18
C6H9O2P, DFT ωB97M-V with the def2-TZVPD basis set
P 1.3126 -0.3743 0.6104
O 0.2926 2.2952 -0.9312
O -0.8858 1.1065 2.0328
C -0.7921 -1.6205 -0.4707
C -1.5050 0.0671 1.4131
C 0.9586 1.2864 -1.5070
C -0.5393 -0.7541 0.5584
C 0.3234 -2.1707 -1.0392
C 1.5157 -1.7423 -0.6127
H -0.1328 1.3187 1.5459
H 2.0493 1.3849 -1.8299
H 0.9844 2.9604 -0.7146
H 0.3557 0.4285 -1.7762
H -1.7636 -1.8079 -0.8652
H 2.4840 -2.2174 -1.0564
H -2.1965 0.4478 0.6593
H -2.0406 -0.5297 2.1173
H 0.2053 -2.9133 -1.9384
```

Properties
HOMO-LUMO gap (alpha / beta) = 7.33 / 6.86 eV
charge = 0
ΔE to the lowest compared entry with this formula, charge and spin = 2.439 eV
multiplicity = 1
E_HOMO (alpha / beta) = -7.9 / -7.8 eV

Calculated atomic charges, method Mulliken, unit e:
1 P -0.1515
2 O -0.3973
3 O -0.5108
4 C -0.6896
5 C -0.2267
6 C -0.4611
7 C 0.1342
8 C -0.1059
9 C -0.3921
10 H 0.2195
11 H 0.2864
12 H 0.3633
13 H 0.4712
14 H 0.3875
15 H 0.2793
16 H 0.2400
17 H 0.3316
18 H 0.2218



5.
Density functional theory data (ωB97M-V with the def2-TZVPD basis set) for a cluster of 2 separate species, C3H4ClO3 in total.

Structure (XYZ):
```
11
C3H4ClO3, DFT ωB97M-V with the def2-TZVPD basis set
Cl -1.9692 -3.8643 -0.4943
O -1.2848 -0.2783 0.6323
O -0.0118 -1.8102 -0.3941
O 1.9516 0.0707 -0.5829
C 0.4227 1.8526 0.2634
C 0.8585 0.4192 -0.1928
C -0.2972 -0.6236 0.0578
H -0.8193 -2.4453 -0.5097
H -0.5879 1.8784 0.7782
H 0.5499 2.4916 -0.5938
H 1.1873 2.3090 1.0358
```

Properties
HOMO-LUMO gap = 8.10 eV
charge = -1
ΔE to the lowest compared entry with this formula, charge and spin = 0.000 eV
multiplicity = 1
E_HOMO = -4.7 eV

Calculated atomic charges, method Mulliken, unit e:
1 Cl -0.8144
2 O -0.5513
3 O -0.3261
4 O -0.5377
5 C -0.8239
6 C 0.5225
7 C 0.5718
8 H 0.1993
9 H 0.2770
10 H 0.2591
11 H 0.2235



6.
Density functional theory data (ωB97M-V with the def2-TZVPD basis set) for a cluster of 5 separate species, C39H71INO11 in total.

Structure (XYZ):
```
123
C39H71INO11, DFT ωB97M-V with the def2-TZVPD basis set
I -6.3461 2.6285 -0.1341
O 1.3849 -6.4852 1.6622
O 2.0722 -4.4344 1.9948
O 0.2738 6.9647 1.7155
O 2.7456 -10.0908 0.6434
O 6.8300 5.4351 -3.5435
O 6.4279 4.4486 -1.6258
O -8.1121 -0.2981 3.4416
O 0.0622 4.1042 -3.4233
O 1.4799 7.8462 3.4027
O -8.1868 -1.4379 5.3090
O 1.1306 -10.6711 -0.7105
N -0.9349 1.8342 -0.8324
C 0.0449 -1.5554 2.7665
C 4.0131 7.0436 -3.5468
C -0.2744 -7.9924 2.6370
C 8.7740 4.7958 -2.3418
C -1.0755 2.1661 -4.4111
C -0.7720 -1.2307 1.5182
C 6.8603 3.6625 -0.5116
C -0.3039 -12.6224 -1.0605
C -0.0906 2.1630 -2.0338
C -10.2912 -1.1598 4.2414
C -0.7686 2.9897 -3.1606
C 1.4367 7.2488 2.3764
C 2.7781 5.6272 -5.0430
C -2.3121 1.3809 -1.2349
C -0.0753 5.5778 1.7841
C 1.6874 -5.6842 3.9762
C -9.4390 1.4295 2.3205
C 0.5623 -11.5515 -1.6886
C -0.8989 4.3837 -0.3178
C 7.2841 4.9031 -2.5710
C -4.2562 2.2951 0.1782
C -3.4703 2.3835 -1.1365
C 7.3508 4.5158 0.6395
C 3.6780 6.6639 -4.8344
C -0.8571 0.2873 1.2227
C 1.1423 -7.8280 2.1261
C -8.7943 -1.0031 4.3735
C 1.2451 0.6703 -0.0924
C 1.7494 -5.4911 2.4776
C 3.4621 6.3760 -2.4653
C -0.9161 2.9337 0.1856
C 2.2184 4.9621 -3.9651
C -1.2501 5.3289 0.8349
C 1.2331 3.8482 -4.1912
C 2.5649 5.3428 -2.6714
C 2.2733 -10.9481 -0.0538
C 2.8805 -12.3267 -0.1477
C -0.2779 0.5794 -0.1635
C -8.6865 0.1205 2.2024
H 4.0956 7.1794 -5.6873
H -8.7845 2.2046 2.7200
H 8.2283 5.0990 0.3623
H 0.7280 -5.3100 4.3330
H 5.9741 3.1045 -0.2114
H -1.0895 -12.1648 -0.4596
H 0.7557 2.7497 -1.6939
H -3.1827 3.4114 -1.3314
H 2.1275 4.8350 -1.8197
H -10.2954 1.3441 2.9890
H -1.9017 0.5910 1.2699
H 1.8897 -8.1147 2.8650
H 1.8083 -6.7135 4.3005
H 7.6034 2.9283 -0.8244
H -1.7715 -1.6546 1.6096
H -7.8318 0.2452 1.5391
H 9.1228 5.7319 -1.9070
H -9.7993 1.7455 1.3405
H 1.6055 0.0578 0.7301
H -4.2046 1.2948 0.5972
H 1.3434 -11.9710 -2.3231
H -4.1549 2.1130 -1.9408
H 1.3054 -8.4577 1.2613
H -10.7713 -0.3738 4.8233
H 2.3450 6.9004 1.8590
H 9.2502 4.6652 -3.3096
H 2.4904 5.3285 -6.0432
H 0.2422 1.2216 -2.4639
H -1.1926 2.8436 -5.2549
H 4.7057 7.8601 -3.4053
H -10.5637 -2.1216 4.6671
H 3.7240 6.6801 -1.4612
H -1.5096 4.5627 -1.1938
H -0.0253 2.8078 0.7982
H -0.5344 -0.2396 -0.8352
H 2.4804 -5.0906 4.4235
H 9.0762 3.9723 -1.7007
H -3.9512 3.0377 0.9072
H -2.0579 4.9044 1.4356
H 1.0074 -1.0465 2.7522
H -1.7536 2.7994 0.8652
H 1.7339 0.3543 -1.0099
H -0.4477 -9.0279 2.9303
H -0.3252 5.3343 2.8183
H 0.9946 3.8033 -5.2555
H -1.7077 3.4299 -2.8379
H 3.9592 -12.2221 -0.0684
H -0.3077 -1.7502 0.6759
H -0.4797 -7.3556 3.4988
H 0.8007 4.9740 1.5100
H -2.5834 0.5181 -0.6321
H -10.6608 -1.1225 3.2201
H -0.9863 -7.7272 1.8549
H -0.0420 -10.9022 -2.3192
H 6.5732 5.2155 0.9465
H 7.6130 3.8886 1.4917
H -2.2517 0.9983 -2.2507
H 0.2551 -2.6238 2.7914
H -2.0348 1.6575 -4.3059
H 0.1240 4.6277 -0.6132
H 1.5839 1.6878 0.1097
H -0.5136 -1.3072 3.6681
H -0.7677 -13.2336 -1.8345
H 1.6978 2.8999 -3.8942
H 2.6562 -12.8554 -1.0698
H -9.3050 -0.6705 1.7752
H -0.3145 1.4186 -4.6263
H 0.2735 -13.2773 -0.4081
H -1.5782 6.2916 0.4530
H 2.5254 -12.9163 0.6968
H -0.2742 0.8019 1.9845
```

Properties
HOMO-LUMO gap = 8.83 eV
charge = +1
ΔE to the lowest compared entry with this formula, charge and spin = 0.000 eV
multiplicity = 1
E_HOMO = -10.9 eV

Results of the Mulliken charge analysis, in e, for atoms 1 through 99:
1 I 0.0736
2 O -0.3423
3 O -0.6044
4 O -0.3109
5 O -0.5644
6 O -0.5131
7 O -0.3589
8 O -0.3637
9 O -0.2730
10 O -0.4468
11 O -0.5576
12 O -0.3928
13 N 1.6967
14 C -1.0874
15 C -0.5445
16 C -1.0310
17 C -1.0763
18 C -1.8718
19 C -0.8404
20 C -0.4223
21 C -0.9765
22 C -1.3584
23 C -0.8846
24 C -0.0344
25 C 0.1733
26 C -0.6832
27 C -1.1237
28 C -0.6293
29 C -1.0160
30 C -0.9349
31 C -0.4360
32 C 0.1907
33 C 0.7890
34 C -1.2420
35 C -0.5308
36 C -0.9769
37 C -0.6281
38 C -0.4697
39 C -0.1050
40 C 0.7017
41 C -1.6918
42 C 0.7587
43 C -0.6910
44 C -1.3185
45 C 0.5714
46 C -1.3389
47 C -0.4015
48 C 0.1355
49 C 0.8955
50 C -1.1285
51 C -0.1912
52 C -0.2225
53 H 0.3982
54 H 0.2862
55 H 0.2802
56 H 0.2733
57 H 0.3050
58 H 0.2995
59 H 0.5505
60 H 0.2853
61 H 0.1010
62 H 0.3221
63 H 0.3669
64 H 0.3373
65 H 0.3624
66 H 0.3804
67 H 0.4605
68 H 0.1076
69 H 0.2741
70 H 0.3137
71 H 0.4329
72 H 0.4936
73 H 0.3846
74 H 0.7027
75 H 0.0965
76 H 0.2482
77 H 0.3712
78 H 0.3241
79 H 0.3636
80 H 0.7708
81 H 0.4821
82 H 0.4280
83 H 0.3024
84 H 0.4730
85 H 0.6348
86 H 0.5388
87 H 0.6245
88 H 0.3266
89 H 0.3470
90 H 0.3987
91 H 0.2317
92 H 0.3060
93 H 0.4232
94 H 0.3623
95 H 0.3458
96 H 0.4263
97 H 0.3752
98 H 0.2613
99 H 0.3270